Computed, not measured: C23H43BrCl2IrN3O4Si as an isolated structure, with wB97M-V/def2-TZVPD.

Geometry as ORCA input:
```
! RIJCOSX wB97M-V def2-TZVPD def2/J DEFGRID3
* xyz 0 5
C -1.928 -0.468 -4.311
C -1.232 -1.553 -3.476
H -1.558 -0.458 -5.338
H -1.518 0.422 -3.826
H -3.024 -0.391 -4.279
C -0.783 -2.770 -3.937
C -0.478 -2.940 -5.363
H -0.416 -3.508 -3.243
H -0.112 -1.994 -5.795
H -1.340 -3.254 -5.967
H 0.319 -3.670 -5.507
Ir -0.333 1.596 1.485
Cl 0.895 3.765 0.998
C -0.627 -1.608 2.553
O 0.208 -0.813 2.073
N -0.252 -2.708 3.211
C 1.158 -3.051 3.256
C -1.204 -3.583 3.875
H -1.708 -1.477 2.384
H 1.763 -2.146 3.388
H 1.475 -3.553 2.328
H 1.294 -3.732 4.099
H -2.205 -3.141 3.810
H -0.907 -3.675 4.928
H -1.214 -4.580 3.411
H 1.277 2.885 5.816
H -1.058 4.342 5.704
C 1.337 3.006 4.738
C -0.754 4.447 4.661
N -0.001 3.292 4.191
H 1.620 2.067 4.273
C -0.516 2.364 3.427
O -0.040 1.152 3.362
H -1.665 4.592 4.076
H -1.354 2.610 2.725
H 2.020 3.795 4.423
H -0.168 5.361 4.595
H 1.704 0.458 -2.835
H 2.717 -2.331 -2.351
C 2.649 0.523 -2.284
C 3.358 -1.754 -1.670
N 2.719 -0.517 -1.257
H 2.755 1.525 -1.859
C 2.259 -0.332 0.011
O 1.810 0.753 0.441
H 3.612 -2.365 -0.800
H 2.322 -1.257 0.630
H 3.462 0.311 -2.981
H 4.264 -1.495 -2.224
O -0.184 -0.602 -2.666
C -1.175 -1.286 -1.960
C 0.318 -2.976 -0.732
C -0.893 -2.359 -0.980
H 1.236 -2.509 -1.109
C 0.385 -4.217 -0.073
H -2.007 -0.640 -1.706
C -2.055 -2.893 -0.343
H 1.326 -4.758 0.005
C -0.803 -4.793 0.442
C -2.000 -4.115 0.319
H -3.005 -2.373 -0.431
H -0.764 -5.772 0.923
H -2.937 -4.557 0.712
Si -0.147 3.735 -1.038
Cl -0.745 1.330 -0.674
C 1.584 4.140 -1.737
C -1.690 4.360 0.000
C -0.937 4.635 -2.540
H 2.451 3.610 -1.294
H 1.711 5.222 -1.508
H 1.633 4.012 -2.838
H -0.411 4.379 -3.458
H -0.804 5.688 -2.275
H -1.988 4.379 -2.625
H -1.979 3.720 0.851
H -2.592 4.430 -0.629
H -1.451 5.367 0.379
Br -2.684 0.703 1.411
*
```

<S²> = 6.026
energy above the lowest of the compared OMol25 structures with the same formula, charge and spin = 158.3 kJ/mol
highest occupied orbital energy (alpha / beta) = -5.641 / -7.681 eV
E = -143006.496 eV
orbital gap (alpha / beta) = 6.158 / 7.294 eV

Atomic partial charges in e from the Mulliken method, atoms 1 to 2: atom 1 (C): -1.219, atom 2 (C): 0.751



Computed, not measured: C23H43Cl3MgN3O8Si as an isolated structure, with wB97M-V/def2-TZVPD.

Geometry as ORCA input:
```
! RIJCOSX wB97M-V def2-TZVPD def2/J DEFGRID3
* xyz -1 1
C 3.335 -1.769 -3.459
C 2.543 -1.390 -4.659
H 3.612 -2.823 -3.495
H 2.747 -1.620 -2.549
H 4.259 -1.180 -3.359
C 2.547 -2.024 -5.839
C 3.344 -3.221 -6.213
H 1.903 -1.632 -6.619
H 3.422 -3.926 -5.383
H 4.368 -2.943 -6.487
H 2.918 -3.757 -7.069
Mg -0.034 0.018 3.768
Cl 1.473 -0.414 2.105
C -0.323 2.173 1.917
O -0.989 1.389 2.640
N -0.870 3.036 1.069
C -2.241 2.884 0.615
C -0.114 4.157 0.557
H 0.773 2.173 1.958
H -2.764 2.211 1.289
H -2.256 2.468 -0.400
H -2.741 3.855 0.599
H 0.865 4.188 1.037
H -0.637 5.096 0.762
H 0.026 4.064 -0.524
H -3.790 2.168 6.960
H -1.902 2.288 8.947
C -3.523 1.116 7.010
C -1.716 1.260 8.699
N -2.099 0.977 7.312
H -3.718 0.638 6.056
C -1.328 0.681 6.331
O -1.685 0.453 5.165
H -0.654 1.127 8.811
H -0.184 0.619 6.691
H -4.119 0.635 7.790
H -2.210 0.583 9.385
H 0.941 -4.580 2.588
H -0.133 -3.082 0.633
C -0.055 -4.616 3.042
C -1.052 -3.443 1.101
N -0.868 -3.534 2.534
H 0.052 -4.529 4.122
C -1.251 -2.537 3.334
O -1.358 -1.343 2.972
H -1.851 -2.735 0.886
H -1.502 -2.847 4.359
H -0.517 -5.577 2.802
H -1.297 -4.430 0.699
O 0.337 -0.565 -4.067
C 1.641 -0.178 -4.488
C 0.464 0.511 -6.628
C 1.550 0.624 -5.767
H -0.351 -0.153 -6.362
C 0.429 1.246 -7.809
H 2.091 0.464 -3.719
C 2.602 1.480 -6.102
H -0.424 1.150 -8.471
C 1.475 2.098 -8.137
C 2.563 2.211 -7.278
H 3.456 1.555 -5.435
H 1.445 2.670 -9.058
H 3.385 2.875 -7.523
Si -0.571 0.232 -2.911
Cl 0.861 -1.785 5.170
C -2.316 -0.331 -3.242
C -0.413 2.087 -3.124
C -0.056 -0.254 -1.185
H -2.549 -0.307 -4.311
H -3.046 0.302 -2.727
H -2.470 -1.359 -2.896
H -0.157 -1.334 -1.024
H -0.680 0.244 -0.433
H 0.985 0.013 -0.974
H -0.541 2.389 -4.170
H 0.559 2.461 -2.785
H -1.181 2.607 -2.539
O 1.189 0.997 8.065
Cl 0.132 -0.122 7.829
O 1.121 -1.129 7.658
O -0.999 -1.064 8.249
O 0.123 0.056 5.709
*
```

energy above the lowest of the compared OMol25 structures with the same formula, charge and spin = 1440.0 kJ/mol
highest occupied orbital energy = -3.970 eV
E = -96277.194 eV
orbital gap = 5.990 eV

Atomic partial charges in e from the Mulliken method, atoms 1 to 2: atom 1 (C): -1.320, atom 2 (C): 0.080



Computed, not measured: a 5-piece molecular cluster, C23H43Cl8FN4O4S2 overall, with wB97M-V/def2-TZVPD.

Geometry as ORCA input:
```
! RIJCOSX wB97M-V def2-TZVPD def2/J DEFGRID3
* xyz 0 1
C -1.977 -3.640 2.039
C -0.895 -4.302 1.033
O 0.140 -4.760 1.584
N -1.190 -4.366 -0.407
C 0.015 -4.096 -1.260
C -0.232 -3.021 -2.435
C -1.451 -2.018 -2.168
C -1.139 -1.068 -0.885
N -2.278 -0.193 -0.497
C -2.106 0.548 0.782
C -0.674 0.460 1.486
C 0.464 1.383 0.784
C 1.570 1.643 1.953
C 3.022 2.010 1.314
C 3.361 3.579 1.399
C 3.520 4.309 -0.017
S 4.688 3.378 -1.119
C 5.711 4.529 -2.112
N 7.070 4.741 -1.710
N 7.679 5.590 -2.587
C 6.640 5.907 -3.528
O 5.405 5.267 -3.287
S -2.879 0.756 -1.782
O -3.800 -0.004 -2.712
O -1.755 1.396 -2.573
F -3.819 2.063 -1.232
H -1.448 -3.005 2.832
H -2.558 -4.452 2.615
H -2.703 -3.001 1.438
H -1.411 -5.369 -0.579
H 0.372 -5.086 -1.718
H 0.834 -3.648 -0.585
H 0.718 -2.365 -2.469
H -0.400 -3.574 -3.415
H -2.392 -2.616 -1.874
H -1.672 -1.428 -3.114
H -0.280 -0.394 -1.225
H -0.824 -1.811 -0.065
H -2.369 1.670 0.728
H -2.874 0.110 1.527
H -0.800 0.927 2.539
H -0.302 -0.607 1.690
H 0.041 2.389 0.426
H 1.021 0.849 -0.050
H 1.721 0.606 2.438
H 1.223 2.419 2.716
H 3.842 1.470 1.918
H 3.002 1.586 0.254
H 4.313 3.723 2.032
H 2.527 4.101 1.993
H 2.481 4.485 -0.475
H 3.938 5.358 0.203
H 6.786 6.585 -4.436
Cl 0.506 0.581 -5.350
C 2.267 0.713 -5.122
C 2.797 -0.325 -4.154
Cl 2.251 -0.026 -2.485
H 2.490 1.727 -4.784
H 2.726 0.572 -6.103
H 3.888 -0.296 -4.140
H 2.487 -1.332 -4.437
Cl -5.658 0.189 2.033
C -7.124 0.376 1.038
C -7.089 1.640 0.205
Cl -7.212 3.109 1.206
H -7.989 0.356 1.703
H -7.176 -0.497 0.385
H -7.938 1.654 -0.482
H -6.174 1.708 -0.385
Cl 2.698 -6.136 0.234
C 2.969 -6.397 1.974
C 3.557 -7.764 2.263
Cl 2.398 -9.077 1.937
H 2.019 -6.251 2.490
H 3.660 -5.620 2.307
H 3.827 -7.835 3.318
H 4.454 -7.949 1.669
Cl -1.928 2.599 4.726
C -3.392 2.794 3.735
C -3.358 4.058 2.900
Cl -3.477 5.527 3.900
H -4.257 2.776 4.400
H -3.448 1.920 3.082
H -4.208 4.072 2.215
H -2.442 4.124 2.309
*
```

SMILES = CC(=O)NCCCCN(CCCCCCCSc1nnco1)S(=O)(=O)F.ClCCCl.ClCCCl.ClCCCl.ClCCCl
highest occupied orbital energy = -9.354 eV
E = -163260.088 eV
orbital gap = 9.134 eV

Atomic partial charges in e from the Mulliken method, atoms 1 to 2: atom 1 (C): -0.891, atom 2 (C): 0.330



Computed, not measured: C23H43IO14S2 as an isolated structure, with wB97M-V/def2-TZVPD.

Geometry as ORCA input:
```
! RIJCOSX wB97M-V def2-TZVPD def2/J DEFGRID3
* xyz 0 1
C 7.516 -2.681 -0.313
C 6.031 -2.393 0.059
C 5.240 -2.262 -1.249
C 3.713 -2.397 -1.121
C 3.043 -1.320 -0.163
C 2.961 -1.997 1.239
C 3.930 -1.504 2.311
O 4.350 -0.408 2.435
O 3.880 -0.168 -0.370
S 3.246 0.523 -1.715
O 4.025 0.197 -2.858
O 3.110 1.933 -1.642
O 1.860 -0.322 -1.897
C 1.593 -1.027 -0.615
C 0.930 -2.350 -1.061
C -0.613 -2.370 -1.051
C -1.234 -2.854 0.269
C -0.848 -4.310 0.656
S -0.532 -4.369 2.425
O 0.376 -3.338 2.834
O -0.061 -5.639 2.824
O -1.950 -4.036 3.081
C 0.664 -0.011 0.148
I 1.608 1.194 1.664
C -0.012 0.999 -0.833
C -1.139 1.743 -0.035
H 8.221 -2.187 0.356
H 7.731 -3.750 -0.384
H 7.682 -2.267 -1.313
H 6.063 -1.450 0.609
H 5.649 -3.201 0.691
H 5.548 -1.377 -1.803
H 5.558 -3.103 -1.882
H 3.505 -3.422 -0.801
H 3.323 -2.316 -2.139
H 1.954 -1.859 1.658
H 3.089 -3.077 1.183
H 4.255 -2.270 3.054
H 1.239 -2.544 -2.087
H 1.268 -3.217 -0.491
H -0.931 -3.087 -1.818
H -1.087 -1.424 -1.314
H -2.319 -2.847 0.128
H -1.039 -2.195 1.119
H -0.022 -4.736 0.089
H -1.724 -4.946 0.504
H -2.060 -3.072 3.152
H -0.173 -0.496 0.641
H -0.524 0.495 -1.650
H 0.678 1.777 -1.147
H -0.843 2.753 0.245
H -2.018 1.866 -0.679
H -1.478 1.182 0.840
C 1.211 6.169 -1.516
C 0.171 5.249 -2.118
O -1.138 5.522 -1.591
C -1.755 6.586 -2.104
O -1.327 7.313 -2.962
O -2.935 6.716 -1.487
C -3.676 7.871 -1.883
H 1.176 6.123 -0.427
H 2.209 5.889 -1.852
H 1.030 7.205 -1.802
H 0.398 4.218 -1.851
H 0.163 5.308 -3.207
H -3.787 7.917 -2.964
H -3.188 8.773 -1.513
H -4.661 7.792 -1.430
C -6.910 1.218 2.851
C -5.774 1.251 1.851
O -4.945 0.082 1.960
C -5.432 -1.023 1.400
O -6.474 -1.127 0.809
O -4.556 -2.014 1.619
C -4.978 -3.293 1.140
H -6.525 1.067 3.861
H -7.472 2.151 2.822
H -7.595 0.397 2.641
H -5.125 2.101 2.058
H -6.140 1.363 0.830
H -5.264 -3.252 0.090
H -5.803 -3.668 1.743
H -4.132 -3.969 1.246
*
```

highest occupied orbital energy = -9.250 eV
E = -82982.369 eV
orbital gap = 9.350 eV

Atomic partial charges in e from the Mulliken method, atoms 1 to 2: atom 1 (C): -1.368, atom 2 (C): 0.107



Computed, not measured: C23H43InN2OP3S as an isolated structure, with wB97M-V/def2-TZVPD.

Geometry as ORCA input:
```
! RIJCOSX wB97M-V def2-TZVPD def2/J DEFGRID3
* xyz 3 1
In 0.667 -1.468 -0.792
P -0.911 1.376 0.992
P -1.989 -1.326 -0.985
P 2.589 0.384 -0.727
H 1.257 -2.640 -4.144
C 1.889 -2.096 -3.431
C 1.730 -2.633 -2.120
H 1.163 -3.560 -2.112
C -1.022 3.080 0.298
C -2.429 1.446 2.031
C 0.298 1.663 2.352
C -2.426 -2.739 -2.059
C -3.202 -1.455 0.380
C -2.576 0.099 -1.970
C 4.001 0.068 -1.843
C 3.475 0.484 0.874
C 2.240 2.133 -1.111
H 2.935 -2.099 -3.750
H 2.692 -2.860 -1.628
H -1.279 3.787 1.098
H -1.809 3.103 -0.469
H -0.070 3.367 -0.167
H -2.392 2.377 2.614
H -2.456 0.578 2.709
H -3.325 1.446 1.393
H -0.177 2.270 3.138
H 1.191 2.181 1.977
H 0.590 0.693 2.782
H -3.272 -3.271 -1.600
H -1.576 -3.431 -2.138
H -2.700 -2.407 -3.070
H -3.889 -0.598 0.361
H -2.734 -1.506 1.373
H -3.782 -2.377 0.230
H -3.634 -0.069 -2.217
H -2.000 0.167 -2.904
H -2.471 1.046 -1.420
H 4.854 0.644 -1.448
H 3.763 0.405 -2.862
H 4.265 -0.996 -1.869
H 4.455 0.955 0.684
H 3.631 -0.516 1.299
H 2.910 1.088 1.594
H 3.100 2.549 -1.663
H 2.086 2.720 -0.194
H 1.346 2.203 -1.744
C 0.377 -0.816 -5.801
C 0.087 0.579 -6.398
C -1.333 1.029 -6.114
C -2.310 0.101 -5.909
C -2.014 -1.220 -5.500
C -0.662 -1.637 -5.361
S 1.971 -0.566 -5.534
H 0.944 1.120 -5.871
H 0.284 0.652 -7.504
H -1.527 2.090 -6.292
H -3.351 0.383 -6.056
H -2.847 -1.900 -5.343
H -0.535 -2.574 -4.818
N -0.894 -2.528 5.522
C -0.900 -2.061 4.241
O -1.799 -1.361 3.804
C 0.325 -2.393 3.436
C 1.541 -2.908 3.925
C 2.590 -3.122 3.036
C 2.405 -2.845 1.675
N 1.217 -2.410 1.203
C 0.206 -2.173 2.071
H -1.767 -2.429 6.026
H -0.285 -3.269 5.796
H 1.667 -3.106 4.988
H 3.559 -3.505 3.359
H 3.225 -2.970 0.947
H -0.711 -1.768 1.641
*
```

energy above the lowest of the compared OMol25 structures with the same formula, charge and spin = 111.9 kJ/mol
highest occupied orbital energy (alpha / beta) = -16.315 / -15.891 eV
E = -73422.565 eV
orbital gap (alpha / beta) = 6.349 / 5.486 eV

Atomic partial charges in e from the Mulliken method, atoms 1 to 2: atom 1 (In): 1.234, atom 2 (P): 0.777



Computed, not measured: C23H43IrN2OP3S as an isolated structure, with wB97M-V/def2-TZVPD.

Geometry as ORCA input:
```
! RIJCOSX wB97M-V def2-TZVPD def2/J DEFGRID3
* xyz 4 6
Ir -0.275 0.804 0.161
P 1.566 1.982 0.847
P -1.701 1.033 2.188
P -1.159 2.430 -0.897
H -0.720 -0.919 -4.827
C -0.334 0.044 -4.532
C 0.925 0.421 -4.847
H 1.571 -0.264 -5.427
C 3.077 1.014 1.263
C 1.306 3.086 2.297
C 2.313 3.061 -0.431
C -3.203 -0.025 2.029
C -1.009 0.461 3.808
C -2.443 2.643 2.746
C -0.326 2.494 -2.489
C -1.155 4.133 -0.266
C -2.907 2.165 -1.297
H -1.161 0.709 -4.302
H 1.291 1.453 -4.846
H 3.108 0.107 0.645
H 3.107 0.737 2.324
H 3.972 1.612 1.038
H 0.850 2.545 3.134
H 0.660 3.933 2.037
H 2.277 3.483 2.627
H 2.424 2.486 -1.354
H 3.315 3.355 -0.094
H 1.728 3.964 -0.617
H -3.967 0.216 2.784
H -2.927 -1.083 2.133
H -3.636 0.118 1.032
H -1.643 0.763 4.655
H -0.017 0.887 3.972
H -0.912 -0.629 3.832
H -2.985 2.519 3.699
H -3.150 3.038 2.007
H -1.656 3.389 2.908
H -0.777 3.266 -3.119
H -0.469 1.533 -2.961
H 0.752 2.618 -2.419
H -1.732 4.764 -0.954
H -0.144 4.540 -0.194
H -1.633 4.163 0.718
H -3.187 2.793 -2.148
H -3.514 2.443 -0.432
H -3.090 1.116 -1.550
C 1.934 -2.089 -2.372
C 0.748 -1.352 -2.271
C -0.459 -1.981 -2.433
C -0.505 -3.375 -2.416
C 0.667 -4.131 -2.331
C 1.906 -3.494 -2.315
S 3.388 -1.161 -2.623
H 2.959 -0.571 -3.731
H 0.796 -0.285 -2.163
H -1.353 -1.362 -2.558
H -1.460 -3.914 -2.492
H 0.613 -5.228 -2.244
H 2.839 -4.028 -2.219
N -0.005 -6.021 2.013
C 0.825 -5.055 2.540
O 1.677 -5.314 3.385
C 0.641 -3.685 1.974
C -0.238 -3.412 0.919
C -0.547 -2.093 0.597
N 0.210 -1.068 1.029
C 1.061 -1.303 2.058
C 1.324 -2.593 2.525
H -0.007 -6.908 2.492
H -0.871 -5.774 1.566
H -0.707 -4.187 0.335
H -1.396 -1.840 -0.060
H 1.516 -0.456 2.563
H 2.034 -2.723 3.350
*
```

<S²> = 8.792
energy above the lowest of the compared OMol25 structures with the same formula, charge and spin = 125.0 kJ/mol
highest occupied orbital energy (alpha / beta) = -17.194 / -20.060 eV
E = -71070.877 eV
orbital gap (alpha / beta) = 4.085 / 4.864 eV

Atomic partial charges in e from the Mulliken method, atoms 1 to 2: atom 1 (Ir): 0.593, atom 2 (P): 0.939